Entry 1:
Below is a cluster of 4 separate species, C19H38O8 in total at a distorted geometry, with properties calculated with ωB97M-V with the def2-TZVPD basis set.

Atoms and positions in Å:
C: 4.1827 -0.5327 4.5973
C: 4.5385 -0.3036 3.3015
C: 5.7684 -0.8494 2.6375
C: 5.2509 -1.9552 1.7106
O: 6.0917 -2.2945 0.6420
C: 6.4240 -1.2386 -0.2410
C: 5.2628 -0.4262 -0.7578
O: 4.3824 -1.2233 -1.5093
C: 3.0296 -1.1971 -1.0945
H: 4.8334 -0.1916 5.3957
H: 3.2656 -1.0552 4.8468
H: 3.9012 0.2741 2.6337
H: 6.2791 -0.0477 2.0958
H: 6.4607 -1.2347 3.3813
H: 4.2363 -1.7179 1.3804
H: 5.1553 -2.8594 2.3094
H: 7.1752 -0.5914 0.2193
H: 6.9047 -1.7181 -1.0905
H: 4.7550 0.1221 0.0390
H: 5.6952 0.3289 -1.4226
H: 2.4081 -0.5924 -1.7467
H: 2.8986 -0.8475 -0.0705
H: 2.6437 -2.2153 -1.1405
O: 0.5407 0.6570 -0.9594
C: -0.4790 0.9505 -1.5269
O: -1.0750 0.0255 -2.2946
C: -2.3715 0.2150 -2.8786
C: -2.2949 0.9593 -4.1942
C: -1.0525 2.3466 -1.4529
H: -3.0494 0.6931 -2.1722
H: -2.7556 -0.7897 -3.0443
H: -1.8984 1.9666 -4.0655
H: -3.2863 1.0359 -4.6405
H: -1.6353 0.4349 -4.8861
H: -0.5483 2.9678 -2.1920
H: -0.8438 2.7461 -0.4634
H: -2.1262 2.3985 -1.6138
O: -0.3074 4.9078 2.7923
C: -0.0221 3.7779 3.0777
O: 1.2030 3.3179 2.7613
C: 1.6971 2.0475 3.2003
C: 1.2514 0.9328 2.2758
C: -1.0272 2.8426 3.7138
H: 1.4263 1.8622 4.2405
H: 2.7809 2.1409 3.1745
H: 0.1662 0.8295 2.2664
H: 1.6810 -0.0204 2.5859
H: 1.5616 1.1395 1.2512
H: -1.6441 2.4093 2.9276
H: -1.6614 3.4299 4.3725
H: -0.5857 2.0425 4.3023
O: -5.9873 0.8013 -2.4086
C: -6.4940 -0.2832 -2.3193
O: -5.8186 -1.2559 -1.6762
C: -6.3889 -2.5309 -1.3645
C: -6.2756 -3.5036 -2.5194
C: -7.8201 -0.5989 -2.9712
H: -7.4169 -2.4172 -1.0182
H: -5.8107 -2.8936 -0.5167
H: -6.8312 -3.1600 -3.3921
H: -6.6616 -4.4813 -2.2311
H: -5.2329 -3.6134 -2.8167
H: -7.6414 -0.8498 -4.0160
H: -8.4372 0.2944 -2.9267
H: -8.3710 -1.4078 -2.4984

The value obtained for the orbital gap is 8.8 eV. As for the LUMO energy: 0.018 hartree. The SMILES is C=CCCOCCOC.CCOC(C)=O.CCOC(C)=O.CCOC(C)=O.

Entry 2:
Below is a structure of composition C19H39AlBeCl3KN2O5P at a distorted geometry, with properties calculated with ωB97M-V with the def2-TZVPD basis set.

Atoms and positions in Å:
C: 6.1374 -1.0152 -1.8314
C: 5.2709 -1.6744 -1.2967
Al: 3.7208 -2.5342 -0.3061
P: 1.7778 -1.5902 -1.2541
C: 0.4168 -2.8334 -1.5187
C: 1.1252 -0.3733 0.0230
C: 0.6100 0.8810 -0.8172
H: 6.7659 -0.1797 -2.0587
H: 3.7551 -2.0629 1.2322
H: 3.7935 -4.1296 -0.3949
H: 0.6854 -3.6202 -2.2286
H: 0.0979 -3.2227 -0.5417
H: -0.4442 -2.2943 -1.9402
H: 1.9223 -0.0694 0.7142
H: 0.3035 -0.8180 0.5999
H: -0.3027 0.6437 -1.3781
H: 0.4618 1.7657 -0.1810
H: 1.3997 1.0584 -1.5606
Cl: -0.7835 1.7068 2.5946
C: -2.5418 1.5896 2.3698
C: -2.9736 0.1813 2.0303
Cl: -2.4493 -0.3316 0.4421
H: -2.8354 2.2886 1.5915
H: -3.0012 1.9126 3.3075
H: -4.0677 0.1222 2.0308
H: -2.5854 -0.5399 2.7583
K: -4.2701 -0.9809 3.6026
C: 7.4244 1.0163 -4.3214
O: 7.2098 -0.0722 -4.8491
O: 6.5572 1.9147 -4.1405
O: 8.5416 1.3968 -3.8788
C: 5.0582 1.2772 0.7002
C: 4.5702 1.9400 1.9841
C: 5.6645 2.7692 2.6788
C: 6.7996 1.9142 3.0526
N: 7.6899 1.2437 3.3459
H: 5.8597 0.5655 0.8942
H: 4.2456 0.7266 0.2292
H: 5.4230 2.0213 -0.0104
H: 4.1980 1.1592 2.6670
H: 3.7188 2.5952 1.7411
H: 5.2721 3.2434 3.5890
H: 6.0180 3.5585 2.0150
C: -4.6660 4.7576 6.1170
C: -4.2670 4.5104 4.6841
O: -4.7228 3.5810 4.0521
C: -3.2779 5.4658 4.0692
H: -5.3803 3.9978 6.4298
H: -3.7881 4.7025 6.7626
H: -5.1339 5.7386 6.2093
H: -2.3400 5.4411 4.6264
H: -3.6859 6.4778 4.0730
H: -3.0816 5.1709 3.0401
Be: 3.1653 2.6458 3.6610
C: -4.2315 -2.9887 -5.2787
C: -4.1789 -2.5145 -3.8266
C: -3.0478 -3.1703 -3.0034
O: -3.3008 -4.5114 -2.6182
C: -3.0640 -5.4709 -3.6240
N: -5.5014 -2.7190 -3.2308
H: -4.6838 -3.9761 -5.3772
H: -4.8341 -2.3024 -5.8794
H: -3.2313 -3.0237 -5.7182
H: -3.9765 -1.4381 -3.8433
H: -2.9146 -2.5773 -2.0086
H: -2.0856 -3.0995 -3.5374
H: -2.2201 -5.1958 -4.2646
H: -3.9621 -5.6256 -4.2307
H: -2.8319 -6.4193 -3.1335
H: -5.4973 -2.3133 -2.3005
H: -5.6001 -3.7158 -3.0565
Cl: -3.8994 -2.5766 -0.4789

The net charge is -1. The value obtained for the orbital gap is 2.0 eV. As for the LUMO energy: -0.068 hartree.

Entry 3:
Below is a structure of composition C19H39AlI3O7P2 at a distorted geometry, with properties calculated with ωB97M-V with the def2-TZVPD basis set.

Atoms and positions in Å:
C: 3.8957 3.2335 1.7151
C: 4.8469 3.2795 0.7387
C: 4.3839 3.0770 -0.6662
O: 3.7387 3.8897 -1.2853
O: 4.6518 1.8851 -1.2143
C: 5.5403 0.9906 -0.5130
C: 5.5612 -0.3553 -1.2481
C: 5.2487 -1.5624 -0.3348
C: 3.8789 -2.2445 -0.5742
C: 2.9077 -1.9186 0.5680
C: 2.6561 -0.4039 0.7647
Al: 0.7298 0.0558 1.1497
C: 0.3798 2.0377 0.8939
C: 0.1277 2.9312 2.1124
C: 0.0649 4.4254 1.6889
I: -1.9700 5.1314 1.5978
C: 0.1424 -0.7638 2.9509
I: 1.8163 -1.4649 4.1434
C: -0.8266 0.0785 3.7600
C: -0.2096 0.9760 4.8217
I: -2.1839 -1.2969 4.8708
P: -0.5658 -1.1193 -0.5083
C: -1.4084 0.1341 -1.5854
O: 0.4850 -1.9099 -1.5876
H: 3.0530 3.9154 1.6632
H: 3.9903 2.5334 2.5412
H: 5.8839 3.5145 0.9647
H: 5.2221 0.8318 0.5135
H: 6.5444 1.4187 -0.4895
H: 6.5278 -0.4803 -1.7352
H: 4.8001 -0.2927 -2.0255
H: 5.3035 -1.2551 0.7103
H: 6.0233 -2.3137 -0.4995
H: 3.4417 -1.9412 -1.5257
H: 4.0559 -3.3215 -0.5378
H: 3.3877 -2.2996 1.4753
H: 1.9826 -2.4889 0.4698
H: 3.2619 -0.0538 1.6086
H: 2.9521 0.1280 -0.1444
H: 1.2720 2.4412 0.3980
H: -0.4435 2.1995 0.1893
H: -0.8331 2.7190 2.5758
H: 0.9512 2.8502 2.8234
H: 0.4049 4.5286 0.6631
H: 0.6332 5.0847 2.3395
H: -0.3651 -1.6919 2.6999
H: -1.5051 0.6117 3.1012
H: -0.8322 1.8472 5.0330
H: 0.7660 1.3426 4.5049
H: -0.0948 0.4404 5.7588
H: -0.7835 1.0043 -1.8040
H: -1.7173 -0.3174 -2.5296
H: -2.3162 0.4751 -1.0864
H: 0.8215 -1.2727 -2.2267
C: -6.2766 -0.0551 -3.8957
O: -6.4141 -0.8627 -2.7181
P: -5.6046 -2.2235 -2.6874
O: -4.2255 -2.1373 -3.1473
O: -6.4865 -3.2508 -3.5415
C: -7.8833 -3.0447 -3.7424
O: -5.8035 -2.6749 -1.1906
C: -5.1482 -3.8871 -0.7813
H: -7.2381 0.4183 -4.0838
H: -5.5183 0.7051 -3.7224
H: -5.9931 -0.6536 -4.7621
H: -8.0392 -2.4416 -4.6380
H: -8.3493 -2.5553 -2.8878
H: -8.3437 -4.0190 -3.8910
H: -4.2211 -4.0357 -1.3336
H: -5.8178 -4.7328 -0.9401
H: -4.9169 -3.7929 0.2752

The net charge is -1. The value obtained for the orbital gap is 5.7 eV. For the relative energy (zero: lowest compared OMol25 entry of this formula, charge and spin), the calculation gives 0.0 kJ/mol. As for the LUMO energy: 0.078 hartree.

Entry 4:
Below is a structure of composition C19H39BCl4OSi4 at a distorted geometry, with properties calculated with ωB97M-V with the def2-TZVPD basis set.

Atoms and positions in Å:
Cl: -7.7817 -2.9409 1.7297
B: -7.4167 -4.7414 1.3950
Cl: -8.8425 -5.8397 1.9884
Cl: -7.3041 -4.9739 -0.5103
O: -6.2164 -5.1047 2.0792
C: -5.6279 -6.3263 1.7100
C: -5.3796 -7.2398 2.9143
C: -4.3922 -8.2142 2.7625
C: -3.9928 -8.9890 3.8526
C: -4.6447 -8.8534 5.0862
Cl: -4.1280 -9.7782 6.4303
C: -5.7127 -7.9503 5.2103
C: -6.1041 -7.1704 4.1081
H: -6.2722 -6.8948 1.0171
H: -3.9530 -8.3441 1.7716
H: -3.1855 -9.7016 3.7382
H: -6.2500 -7.8817 6.1553
H: -6.9405 -6.4702 4.2036
C: -6.2942 1.0768 1.1977
Si: -5.5018 0.0810 -0.1477
C: -6.1647 0.3446 -1.8562
C: -3.1959 0.5039 -0.1000
C: -5.1320 -1.6819 0.3082
Si: -3.3203 -1.3433 0.5451
H: -4.7158 -6.1238 1.1650
C: -2.1803 -2.3566 -0.5467
Si: -2.4422 -4.1606 -1.0845
C: -1.2328 -4.4162 -2.4985
C: -1.9589 -5.3767 0.2630
C: -4.1292 -4.6890 -1.7161
C: -2.9669 -1.1071 2.3769
Si: -2.5300 -2.3364 3.7449
C: -0.7755 -2.9504 3.5477
C: -2.6574 -1.3277 5.3335
C: -3.6676 -3.8142 4.0092
H: -5.7877 0.9622 2.1660
H: -6.3065 2.1433 0.9249
H: -7.3263 0.7131 1.3003
H: -5.6997 -0.3429 -2.5778
H: -7.2461 0.1528 -1.8225
H: -5.9891 1.3846 -2.1768
H: -2.4532 0.4809 -0.9181
H: -4.0592 1.0694 -0.5773
H: -2.8239 1.1564 0.7083
H: -5.5946 -2.0567 1.2316
H: -5.3402 -2.4263 -0.4662
H: -2.1818 -1.7695 -1.4890
H: -1.1447 -2.2729 -0.1548
H: -1.1416 -5.4779 -2.7540
H: -1.5411 -3.8865 -3.4059
H: -0.2350 -4.0575 -2.2237
H: -1.8221 -6.3640 -0.2029
H: -1.0087 -5.0900 0.7314
H: -2.7228 -5.4749 1.0432
H: -4.0970 -5.7624 -1.9708
H: -4.9339 -4.5730 -0.9777
H: -4.4273 -4.1533 -2.6304
H: -2.1598 -0.3301 2.4029
H: -3.8789 -0.5970 2.7619
H: -0.5141 -3.5941 4.3982
H: -0.6443 -3.5284 2.6257
H: -0.0661 -2.1123 3.5373
H: -2.6994 -1.9877 6.2081
H: -1.7938 -0.6659 5.4655
H: -3.5598 -0.7043 5.3417
H: -3.7638 -3.9701 5.0981
H: -4.6770 -3.7008 3.5892
H: -3.2259 -4.7311 3.5936

The value obtained for the orbital gap is 7.5 eV. For the relative energy (zero: lowest compared OMol25 entry of this formula, charge and spin), the calculation gives 45.4 kJ/mol. As for the LUMO energy: -0.022 hartree.

> orbital gap of number 2 (C19H39AlBeCl3KN2O5P)?

2.0 eV

> What is the orbital gap in the third record?

5.7 eV

> Which of these has the lowest orbital gap?

C19H39AlBeCl3KN2O5P

Copy entry 2 word for word.
Below is a structure of composition C19H39AlBeCl3KN2O5P at a distorted geometry, with properties calculated with ωB97M-V with the def2-TZVPD basis set.

Atoms and positions in Å:
C: 6.1374 -1.0152 -1.8314
C: 5.2709 -1.6744 -1.2967
Al: 3.7208 -2.5342 -0.3061
P: 1.7778 -1.5902 -1.2541
C: 0.4168 -2.8334 -1.5187
C: 1.1252 -0.3733 0.0230
C: 0.6100 0.8810 -0.8172
H: 6.7659 -0.1797 -2.0587
H: 3.7551 -2.0629 1.2322
H: 3.7935 -4.1296 -0.3949
H: 0.6854 -3.6202 -2.2286
H: 0.0979 -3.2227 -0.5417
H: -0.4442 -2.2943 -1.9402
H: 1.9223 -0.0694 0.7142
H: 0.3035 -0.8180 0.5999
H: -0.3027 0.6437 -1.3781
H: 0.4618 1.7657 -0.1810
H: 1.3997 1.0584 -1.5606
Cl: -0.7835 1.7068 2.5946
C: -2.5418 1.5896 2.3698
C: -2.9736 0.1813 2.0303
Cl: -2.4493 -0.3316 0.4421
H: -2.8354 2.2886 1.5915
H: -3.0012 1.9126 3.3075
H: -4.0677 0.1222 2.0308
H: -2.5854 -0.5399 2.7583
K: -4.2701 -0.9809 3.6026
C: 7.4244 1.0163 -4.3214
O: 7.2098 -0.0722 -4.8491
O: 6.5572 1.9147 -4.1405
O: 8.5416 1.3968 -3.8788
C: 5.0582 1.2772 0.7002
C: 4.5702 1.9400 1.9841
C: 5.6645 2.7692 2.6788
C: 6.7996 1.9142 3.0526
N: 7.6899 1.2437 3.3459
H: 5.8597 0.5655 0.8942
H: 4.2456 0.7266 0.2292
H: 5.4230 2.0213 -0.0104
H: 4.1980 1.1592 2.6670
H: 3.7188 2.5952 1.7411
H: 5.2721 3.2434 3.5890
H: 6.0180 3.5585 2.0150
C: -4.6660 4.7576 6.1170
C: -4.2670 4.5104 4.6841
O: -4.7228 3.5810 4.0521
C: -3.2779 5.4658 4.0692
H: -5.3803 3.9978 6.4298
H: -3.7881 4.7025 6.7626
H: -5.1339 5.7386 6.2093
H: -2.3400 5.4411 4.6264
H: -3.6859 6.4778 4.0730
H: -3.0816 5.1709 3.0401
Be: 3.1653 2.6458 3.6610
C: -4.2315 -2.9887 -5.2787
C: -4.1789 -2.5145 -3.8266
C: -3.0478 -3.1703 -3.0034
O: -3.3008 -4.5114 -2.6182
C: -3.0640 -5.4709 -3.6240
N: -5.5014 -2.7190 -3.2308
H: -4.6838 -3.9761 -5.3772
H: -4.8341 -2.3024 -5.8794
H: -3.2313 -3.0237 -5.7182
H: -3.9765 -1.4381 -3.8433
H: -2.9146 -2.5773 -2.0086
H: -2.0856 -3.0995 -3.5374
H: -2.2201 -5.1958 -4.2646
H: -3.9621 -5.6256 -4.2307
H: -2.8319 -6.4193 -3.1335
H: -5.4973 -2.3133 -2.3005
H: -5.6001 -3.7158 -3.0565
Cl: -3.8994 -2.5766 -0.4789

The net charge is -1. The value obtained for the orbital gap is 2.0 eV. As for the LUMO energy: -0.068 hartree.